No. 1
The following is a DFT calculation (wB97M-V/def2-TZVPD) of a molecular structure, C3H4P2 in a non-equilibrium geometry.

CARTESIAN COORDINATES (ANGSTROEM)
C (-0.72, 1.08, -0.03)
C (-0.51, -0.18, -0.40)
C (3.36, -0.19, 0.73)
P (1.24, -0.81, -0.36)
P (2.68, 0.78, -0.42)
H (-1.81, 1.27, -0.23)
H (0.02, 1.59, 0.41)
H (-1.24, -0.85, -0.82)
H (3.99, -0.22, 1.62)

Output
**Gap between HOMO and LUMO (alpha / beta)**: 0.2568 / 0.2603 Ha
**Highest occupied orbital energy (alpha / beta)**: -7.77 / -8.01 eV
**Charge**: 0

Löwdin population analysis, charges in e, atoms 1 to 5:
1 C -0.10
2 C -0.49
3 C -0.50
4 P 0.60
5 P 0.45

No. 2
The following is a DFT calculation (wB97M-V/def2-TZVPD) of C3H4S2 in the gas phase in a non-equilibrium geometry.

CARTESIAN COORDINATES (ANGSTROEM)
C (0.39, 0.18, -0.06)
C (-0.67, 1.38, 0.01)
C (-1.78, 0.51, 0.01)
H (-0.61, 2.01, -0.84)
H (-0.39, 1.86, 0.93)
H (-2.59, 0.71, -0.80)
H (-2.19, 0.49, 0.95)
S (2.02, 0.00, 0.00)
S (-0.89, -1.09, 0.00)

Output
**Gap between HOMO and LUMO**: 0.3143 Ha
**SMILES**: S=C1CCS1
**Highest occupied orbital energy**: -8.67 eV
**Charge**: 0

Löwdin population analysis, charges in e, atoms 1 to 5:
1 C -1.06
2 C -0.29
3 C -0.51
4 H 0.11
5 H 0.11

No. 3
The following is a DFT calculation (wB97M-V/def2-TZVPD) of C3H4S2 in the gas phase in a non-equilibrium geometry.

CARTESIAN COORDINATES (ANGSTROEM)
C (-0.59, -0.16, 0.39)
C (0.56, 0.90, 0.63)
C (-0.18, -0.96, -0.72)
H (0.32, 1.89, 0.27)
H (1.00, 0.98, 1.58)
H (-0.67, -1.00, -1.54)
H (0.11, -2.17, -0.61)
S (-2.10, 0.34, 0.76)
S (1.56, 0.17, -0.77)

Output
**Gap between HOMO and LUMO**: 0.2988 Ha
**SMILES**: S=C1CSC1
**Highest occupied orbital energy**: -8.98 eV
**Charge**: 0

Löwdin population analysis, charges in e, atoms 1 to 5:
1 C -0.91
2 C -0.48
3 C -0.33
4 H 0.05
5 H 0.05

No. 4
The following is a DFT calculation (wB97M-V/def2-TZVPD) of 2 unconnected molecules or ions with the total composition C3H4S2 in a non-equilibrium geometry.

CARTESIAN COORDINATES (ANGSTROEM)
C (0.42, 0.35, 0.77)
C (0.67, -0.64, 0.05)
C (-2.05, -0.20, -0.94)
S (-3.03, -0.60, 0.52)
S (-2.30, 1.25, -0.05)
H (0.96, 0.89, 1.54)
H (-0.61, 0.93, 0.66)
H (0.72, -1.49, -0.58)
H (-2.55, -0.31, -1.90)

Output
**Gap between HOMO and LUMO (alpha / beta)**: 0.2937 / 0.2454 Ha
**Highest occupied orbital energy (alpha / beta)**: -8.05 / -7.42 eV
**Charge**: 0

Löwdin population analysis, charges in e, atoms 1 to 5:
1 C -0.17
2 C 0.11
3 C -0.88
4 S 0.43
5 S 0.51

No. 5
The following is a DFT calculation (wB97M-V/def2-TZVPD) of a molecular structure, C3H4S2 in a non-equilibrium geometry.

CARTESIAN COORDINATES (ANGSTROEM)
C (-0.97, -0.43, -1.21)
C (1.05, -0.05, 0.94)
C (-0.08, 0.58, 0.25)
S (-2.44, -0.77, -0.96)
S (1.37, 1.46, -0.10)
H (-0.58, -0.77, -2.21)
H (1.06, -0.12, 1.98)
H (1.41, -0.91, 0.48)
H (-0.82, 1.01, 0.84)

Output
**Gap between HOMO and LUMO**: 0.3021 Ha
**Highest occupied orbital energy**: -8.26 eV
**Charge**: 0

Löwdin population analysis, charges in e, atoms 1 to 5:
1 C -0.64
2 C -0.39
3 C -0.64
4 S 0.68
5 S 0.81

No. 6
The following is a DFT calculation (wB97M-V/def2-TZVPD) of C3H4S2 in the gas phase in a non-equilibrium geometry.

CARTESIAN COORDINATES (ANGSTROEM)
C (2.13, -1.36, 0.24)
C (1.34, -0.36, 0.40)
C (0.09, 0.13, 0.74)
S (2.90, 0.19, -0.30)
S (-1.49, -0.48, -0.26)
H (2.27, -2.33, 0.04)
H (0.10, 1.19, 0.53)
H (-0.23, -0.23, 1.82)
H (-1.06, -1.64, -0.73)

Output
**Gap between HOMO and LUMO**: 0.2900 Ha
**SMILES**: SCC1=CS1
**Highest occupied orbital energy**: -7.73 eV
**Charge**: 0

Löwdin population analysis, charges in e, atoms 1 to 5:
1 C -0.28
2 C -0.69
3 C -0.46
4 S 0.75
5 S 0.65

Energy above the lowest of the compared OMol25 structures with the same formula, charge and spin (eV)
3.1810, 0.9792, 2.3527, 5.6457, 2.8523, 2.8379